No. 1
Formula: C24H21AuBBrF2NSb
Source: the Open Molecules 2025 dataset
Level of theory: the ωB97M-V functional and the def2-TZVPD basis

Structure (XYZ):
```
52
Properties=species:S:1:pos:R:3:lowdin_charge:R:1
Au 2.648 0.718 -0.580 0.894
C 5.926 1.241 4.018 -0.022
C 4.680 1.673 3.304 -0.225
C 3.849 2.678 3.793 0.024
C 2.717 3.069 3.092 -0.068
C 2.452 2.426 1.903 -0.713
Br 0.938 2.913 0.853 0.774
N 3.224 1.453 1.409 -0.121
C 4.315 1.090 2.100 -0.068
H 5.967 1.660 5.021 0.089
H 6.813 1.576 3.478 0.100
H 5.977 0.155 4.100 0.093
H 4.089 3.168 4.729 0.136
H 2.067 3.851 3.454 0.118
H 4.918 0.307 1.656 0.131
C -4.236 -0.723 -5.009 -0.019
C -2.884 -0.439 -5.169 -0.036
C -2.102 -0.148 -4.065 -0.112
C -2.693 -0.172 -2.799 -0.378
C -4.055 -0.426 -2.631 -0.103
C -4.820 -0.718 -3.748 -0.038
Sb -1.553 0.186 -1.100 1.840
C -2.687 0.108 0.646 -0.388
C -3.707 1.043 0.826 -0.123
C -4.510 0.955 1.951 -0.041
C -4.284 -0.046 2.888 -0.025
C -3.258 -0.965 2.710 -0.042
C -2.443 -0.891 1.591 -0.106
C 0.058 -1.125 -0.972 -0.413
C 0.904 -1.054 0.158 -0.217
C 1.901 -2.031 0.330 -0.081
C 2.110 -2.978 -0.652 -0.019
C 1.345 -2.964 -1.822 -0.015
C 0.340 -2.029 -2.000 -0.104
H -4.843 -0.941 -5.878 0.127
H -2.443 -0.434 -6.156 0.125
H -1.055 0.096 -4.192 0.100
H -4.512 -0.419 -1.649 0.102
H -5.872 -0.938 -3.635 0.125
H -3.884 1.830 0.102 0.111
H -5.311 1.666 2.097 0.125
H -4.914 -0.111 3.765 0.126
H -3.096 -1.747 3.439 0.123
H -1.659 -1.624 1.448 0.100
H 0.664 -0.380 0.975 0.089
H 2.499 -2.028 1.232 0.122
H 2.878 -3.729 -0.521 0.131
H 1.517 -3.712 -2.586 0.134
H -0.273 -2.061 -2.893 0.114
F 1.110 0.921 -3.095 0.120
B 2.207 0.377 -2.564 -0.798
F 2.984 -0.325 -3.349 0.202
```

Properties
- Spin multiplicity: 1
- Relative energy (zero: lowest compared OMol25 entry of this formula, charge and spin): 67.8 kcal/mol
- Frontier orbital gap: 3.86 eV
- Net charge: +2
- Electronic energy: -113087.2713 eV
- Highest occupied orbital energy: -13.67 eV



No. 2
Formula: C2H2CsLi2O2
Source: the Open Molecules 2025 dataset
Level of theory: the ωB97M-V functional and the def2-TZVPD basis

Structure (XYZ):
```
9
Properties=species:S:1:pos:R:3:lowdin_charge:R:1
O 0.088 -0.527 -0.783 -0.315
C 1.076 -0.932 0.044 -0.472
C 0.948 -0.792 1.389 -0.042
Cs -1.480 1.573 -3.136 0.867
Li -1.705 -0.553 0.643 0.654
H 1.918 -0.880 1.903 -0.016
H 1.973 -1.275 -0.509 0.093
Li -0.548 1.622 0.615 0.546
O -2.269 1.764 -0.165 -1.314
```

Properties
- <S²>: 0.765
- Spin multiplicity: 2
- Relative energy (zero: lowest compared OMol25 entry of this formula, charge and spin): 0.0 kcal/mol
- Frontier orbital gap (alpha / beta): 5.25 / 4.88 eV
- Electronic energy: -7155.0784 eV
- Highest occupied orbital energy (alpha / beta): -5.74 / -5.69 eV



No. 3
Formula: C44H123N9O13
Source: the Open Molecules 2025 dataset
Level of theory: the ωB97M-V functional and the def2-TZVPD basis

Structure (XYZ):
```
189
Properties=species:S:1:pos:R:3:lowdin_charge:R:1
C -6.914 -4.512 0.829 -0.067
C -6.991 -3.371 -0.193 -0.359
O -5.786 -2.708 -0.190 -0.109
H -6.151 -5.268 0.545 0.082
H -7.889 -4.994 1.050 0.080
H -6.538 -3.942 1.691 0.054
H -7.906 -2.755 -0.092 0.119
H -7.073 -3.784 -1.185 0.088
H -5.611 -2.239 -1.046 0.061
C -4.516 0.728 -3.848 -0.085
C -5.711 -0.096 -3.508 -0.315
O -5.391 -1.299 -2.773 -0.192
H -4.742 1.535 -4.553 0.083
H -3.646 0.210 -4.257 0.058
H -4.118 1.184 -2.935 0.064
H -6.305 -0.261 -4.394 0.100
H -6.428 0.466 -2.899 0.099
H -4.630 -1.812 -3.297 0.033
C 4.651 3.728 6.184 -0.077
C 5.343 2.789 5.164 -0.311
O 6.126 3.604 4.292 -0.119
H 4.088 3.046 6.867 0.082
H 3.856 4.246 5.717 0.033
H 5.231 4.353 6.807 0.056
H 4.651 2.149 4.637 0.095
H 6.054 2.135 5.728 0.115
H 6.679 2.997 3.796 0.015
C 4.987 -3.052 4.169 -0.091
C 4.871 -1.544 4.051 -0.315
O 5.385 -1.019 2.813 -0.146
H 6.058 -3.345 4.101 0.086
H 4.328 -3.570 3.427 0.060
H 4.708 -3.369 5.197 0.076
H 5.436 -1.052 4.852 0.111
H 3.846 -1.228 4.049 0.079
H 5.045 -1.491 2.010 0.019
C 7.701 3.784 0.725 -0.042
C 6.515 2.823 1.165 -0.384
C 6.031 2.141 -0.141 -0.225
O 5.209 1.081 0.161 -0.210
C 3.821 1.285 0.354 -0.064
N 6.883 1.865 2.234 0.040
H 8.698 3.314 0.873 0.076
H 7.826 4.686 1.350 0.071
H 7.486 4.060 -0.334 0.075
H 5.709 3.345 1.644 0.109
H 6.948 1.710 -0.578 0.135
H 5.601 2.937 -0.781 0.117
H 3.247 0.968 -0.519 0.063
H 3.635 2.390 0.585 0.089
H 3.520 0.723 1.242 0.072
H 7.737 1.336 2.017 0.093
H 6.152 1.142 2.204 0.059
C -0.884 1.216 -2.410 -0.029
C 0.597 1.598 -2.594 -0.438
C 0.972 2.641 -1.597 -0.181
O 2.319 3.132 -1.983 -0.203
C 2.768 4.228 -1.126 -0.085
N 1.523 0.496 -2.397 0.071
H -1.099 0.477 -1.621 0.067
H -1.270 0.824 -3.364 0.071
H -1.441 2.151 -2.286 0.071
H 0.729 2.043 -3.592 0.140
H 1.048 2.182 -0.560 0.142
H 0.269 3.462 -1.642 0.117
H 2.624 5.229 -1.556 0.075
H 3.804 4.121 -0.787 0.066
H 2.180 4.197 -0.203 0.062
H 2.497 0.754 -2.418 0.074
H 1.356 -0.110 -3.188 0.042
C 0.031 -4.944 -3.815 -0.049
C 0.497 -3.466 -3.742 -0.446
C 0.721 -2.863 -5.112 -0.159
O 1.197 -1.482 -4.850 -0.222
C 0.887 -0.691 -6.010 -0.107
N -0.434 -2.665 -2.974 0.076
H 0.855 -5.569 -4.259 0.094
H -0.841 -5.030 -4.476 0.070
H -0.217 -5.329 -2.815 0.075
H 1.509 -3.480 -3.319 0.133
H -0.208 -2.818 -5.714 0.122
H 1.527 -3.347 -5.647 0.125
H 1.375 -0.952 -6.921 0.071
H 1.062 0.350 -5.799 0.073
H -0.232 -0.765 -6.262 0.105
H -0.581 -3.221 -2.150 0.053
H 0.032 -1.805 -2.693 0.054
C -3.392 4.555 -0.613 -0.077
C -3.496 3.735 0.602 -0.466
C -4.781 2.936 0.806 -0.179
O -4.713 1.986 -0.265 -0.221
C -5.797 1.015 -0.277 -0.064
N -2.280 2.923 0.810 0.082
H -3.450 3.949 -1.519 0.071
H -2.433 5.080 -0.610 0.079
H -4.223 5.295 -0.663 0.096
H -3.616 4.446 1.455 0.140
H -5.681 3.492 0.599 0.118
H -4.804 2.472 1.818 0.120
H -5.893 0.486 0.690 0.076
H -5.684 0.290 -1.089 0.051
H -6.749 1.532 -0.349 0.084
H -2.408 2.422 1.655 0.032
H -2.382 2.231 0.077 0.044
C 6.585 -3.437 -0.307 -0.050
C 5.045 -3.434 -0.133 -0.415
C 4.332 -4.492 0.720 -0.199
O 4.410 -5.752 0.049 -0.213
C 3.204 -6.037 -0.741 -0.076
N 4.666 -2.116 0.362 0.028
H 6.831 -3.015 -1.344 0.092
H 6.998 -4.461 -0.408 0.079
H 7.106 -2.785 0.400 0.070
H 4.667 -3.585 -1.164 0.127
H 3.255 -4.190 0.917 0.124
H 4.857 -4.681 1.708 0.124
H 3.233 -7.092 -0.907 0.067
H 3.281 -5.464 -1.687 0.082
H 2.278 -5.826 -0.134 0.095
H 3.716 -1.881 0.088 0.048
H 5.204 -1.336 -0.103 0.104
C -3.547 -4.686 -2.619 -0.013
C -4.019 -4.113 -3.956 -0.365
C -5.501 -4.144 -4.066 -0.244
O -5.923 -5.445 -3.757 -0.184
C -7.212 -5.749 -4.300 -0.099
N -3.611 -2.656 -4.151 0.054
H -2.449 -4.573 -2.546 0.059
H -3.908 -5.661 -2.457 0.066
H -4.020 -4.100 -1.835 0.075
H -3.669 -4.706 -4.823 0.141
H -5.660 -3.982 -5.141 0.132
H -6.023 -3.434 -3.445 0.109
H -7.328 -5.807 -5.398 0.089
H -7.975 -5.038 -3.881 0.099
H -7.540 -6.733 -3.986 0.077
H -3.802 -2.357 -5.115 0.107
H -2.606 -2.519 -3.953 0.068
C 1.444 -1.077 2.194 -0.066
C 0.634 -1.808 1.177 -0.467
C -0.780 -1.217 1.011 -0.181
O -1.247 -1.837 -0.192 -0.243
C -2.675 -1.499 -0.423 -0.041
N 1.310 -1.697 -0.052 0.051
H 2.499 -1.370 2.073 0.056
H 1.126 -1.342 3.197 0.083
H 1.388 0.008 1.987 0.084
H 0.588 -2.881 1.451 0.151
H -0.707 -0.124 0.815 0.125
H -1.413 -1.449 1.881 0.125
H -2.788 -0.457 -0.136 0.069
H -3.319 -2.139 0.151 0.063
H -2.805 -1.661 -1.494 0.070
H 0.816 -2.233 -0.740 0.038
H 1.145 -0.786 -0.505 0.058
C 2.800 7.665 -0.012 -0.063
C 2.099 7.711 1.329 -0.431
C 1.717 6.341 1.812 -0.232
O 2.877 5.511 1.839 -0.213
C 2.694 4.442 2.828 -0.046
N 2.806 8.308 2.460 0.044
H 2.093 7.222 -0.726 0.074
H 3.644 7.012 -0.043 0.062
H 3.134 8.645 -0.314 0.072
H 1.196 8.343 1.195 0.144
H 0.926 5.864 1.227 0.124
H 1.355 6.455 2.841 0.115
H 1.935 4.709 3.522 0.068
H 3.682 4.303 3.301 0.076
H 2.455 3.495 2.276 0.084
H 3.278 9.168 2.216 0.069
H 3.521 7.730 2.815 0.054
C -5.511 -1.853 4.335 -0.048
C -5.074 -0.512 3.589 -0.403
C -4.208 0.254 4.575 -0.186
O -3.706 1.405 3.834 -0.228
C -2.995 2.318 4.679 -0.093
N -4.200 -0.935 2.480 0.056
H -4.526 -2.319 4.561 0.080
H -6.073 -2.473 3.621 0.054
H -6.097 -1.644 5.275 0.087
H -5.933 0.022 3.214 0.119
H -3.460 -0.432 4.909 0.116
H -4.809 0.583 5.410 0.121
H -2.843 3.213 4.055 0.087
H -2.032 1.964 5.095 0.097
H -3.663 2.555 5.474 0.068
H -4.573 -1.509 1.753 0.034
H -3.706 -0.168 2.040 0.050
```

Properties
- Spin multiplicity: 1
- Relative energy (zero: lowest compared OMol25 entry of this formula, charge and spin): 63.6 kcal/mol
- Frontier orbital gap: 9.26 eV
- Electronic energy: -87644.4574 eV
- Highest occupied orbital energy: -8.86 eV



The highest electronic energy belongs to which entry? C2H2CsLi2O2



Repeat the second record exactly.
Formula: C2H2CsLi2O2
Source: the Open Molecules 2025 dataset
Level of theory: the ωB97M-V functional and the def2-TZVPD basis

Structure (XYZ):
```
9
Properties=species:S:1:pos:R:3:lowdin_charge:R:1
O 0.088 -0.527 -0.783 -0.315
C 1.076 -0.932 0.044 -0.472
C 0.948 -0.792 1.389 -0.042
Cs -1.480 1.573 -3.136 0.867
Li -1.705 -0.553 0.643 0.654
H 1.918 -0.880 1.903 -0.016
H 1.973 -1.275 -0.509 0.093
Li -0.548 1.622 0.615 0.546
O -2.269 1.764 -0.165 -1.314
```

Properties
- <S²>: 0.765
- Spin multiplicity: 2
- Relative energy (zero: lowest compared OMol25 entry of this formula, charge and spin): 0.0 kcal/mol
- Frontier orbital gap (alpha / beta): 5.25 / 4.88 eV
- Electronic energy: -7155.0784 eV
- Highest occupied orbital energy (alpha / beta): -5.74 / -5.69 eV



Which value of electronic energy does entry 3 give? -87644.4574 eV